A.
# C5H11N

One molecule with the formula C5H11N (the ωB97M-V functional and the def2-TZVPD basis, the OMol25 dataset).

Cartesian coordinates (Å):
C: -1.11 -0.18 1.05
C: -0.46 0.61 -0.11
C: -1.33 0.59 -1.38
N: 0.91 0.20 -0.50
C: 1.94 0.15 0.51
C: 1.44 -1.09 -0.13
H: -0.50 -1.04 1.33
H: -1.24 0.42 1.96
H: -2.08 -0.59 0.77
H: -0.35 1.66 0.19
H: -1.61 -0.44 -1.64
H: -0.77 1.02 -2.21
H: -2.26 1.17 -1.26
H: 1.65 0.31 1.55
H: 2.91 0.58 0.24
H: 2.01 -1.63 -0.88
H: 0.85 -1.74 0.51

E_LUMO: 1.21 eV
SMILES: CC(C)N1CC1
orbital gap: 10.22 eV

B.
# C5H11N

One molecule with the formula C5H11N (the ωB97M-V functional and the def2-TZVPD basis, the OMol25 dataset).

Cartesian coordinates (Å):
C: -1.31 -0.16 1.37
C: -0.20 0.50 1.03
N: 0.86 0.71 1.91
C: -0.01 1.07 -0.35
C: -0.21 0.06 -1.49
C: 0.59 -1.24 -1.32
H: -2.18 -0.18 0.73
H: -1.43 -0.65 2.33
H: 1.79 0.47 1.58
H: 0.70 0.36 2.85
H: 0.94 1.59 -0.50
H: -0.76 1.85 -0.44
H: -0.01 0.56 -2.44
H: -1.25 -0.22 -1.55
H: -0.05 -2.07 -1.04
H: 1.30 -1.19 -0.49
H: 1.24 -1.46 -2.17

E_LUMO: 1.13 eV
SMILES: C=C(N)CCC
orbital gap: 9.36 eV

C.
# C5H11N

One molecule with the formula C5H11N (the ωB97M-V functional and the def2-TZVPD basis, the OMol25 dataset).

Cartesian coordinates (Å):
C: 0.90 -0.44 -1.43
C: 1.33 0.85 1.00
N: 0.19 0.16 0.86
C: -0.51 -0.03 1.99
C: -0.22 -0.52 -0.41
C: -1.53 0.04 -0.95
H: 1.29 0.58 -1.35
H: 1.70 -1.15 -1.21
H: 0.56 -0.61 -2.45
H: 2.24 0.48 0.53
H: 1.32 1.66 1.73
H: 0.10 -0.29 2.83
H: -1.58 0.12 2.11
H: -0.36 -1.55 -0.09
H: -2.36 -0.08 -0.24
H: -1.79 -0.49 -1.88
H: -1.44 1.11 -1.19

E_LUMO (spin up / spin down): 0.87 / 0.84 eV
orbital gap (spin up / spin down): 7.82 / 7.75 eV

D.
# C5H11N

One molecule with the formula C5H11N (the ωB97M-V functional and the def2-TZVPD basis, the OMol25 dataset).

Cartesian coordinates (Å):
C: -1.05 2.22 -0.19
C: 0.10 1.42 0.36
C: -0.28 -0.07 0.30
C: -0.09 -0.88 -1.02
N: 0.58 -1.98 -0.28
C: 0.75 -1.11 0.88
H: -0.81 3.31 -0.02
H: -1.99 1.94 0.39
H: -1.12 1.99 -1.27
H: 0.30 1.77 1.39
H: 1.07 1.56 -0.15
H: -1.31 -0.22 0.68
H: -1.03 -1.14 -1.55
H: 0.59 -0.35 -1.69
H: 1.37 -2.36 -0.75
H: 0.55 -1.50 1.87
H: 1.72 -0.63 1.03

E_LUMO: 1.19 eV
SMILES: CCC1CNC1
orbital gap: 9.98 eV

The data favor B; the next most stable structure lies 65.9 kJ/mol above it.

A.
# C5H11N

One molecule with the formula C5H11N (the ωB97M-V functional and the def2-TZVPD basis, the OMol25 dataset).

Cartesian coordinates (Å):
C: -0.03 1.48 -1.17
N: -0.79 0.56 -0.36
C: -0.51 0.57 1.07
C: 0.68 -0.39 1.27
C: 0.54 -1.40 0.10
C: -0.67 -0.84 -0.71
H: 1.05 1.27 -1.27
H: -0.40 1.47 -2.19
H: -0.16 2.48 -0.77
H: -0.26 1.58 1.40
H: -1.39 0.19 1.57
H: 1.61 0.15 1.08
H: 0.74 -0.90 2.23
H: 0.34 -2.42 0.40
H: 1.41 -1.39 -0.54
H: -1.57 -1.35 -0.34
H: -0.59 -1.06 -1.77

E_LUMO: 1.14 eV
SMILES: CN1CCCC1
orbital gap: 9.44 eV

B.
# C5H11N

A 2-piece molecular cluster, C5H11N overall (the ωB97M-V functional and the def2-TZVPD basis, the OMol25 dataset).

Cartesian coordinates (Å):
C: -1.15 1.38 -0.06
C: -1.31 -0.69 -0.25
N: -0.05 -0.90 0.32
C: 0.49 -2.07 0.60
C: 0.60 0.33 0.54
C: 1.46 0.78 -0.61
H: -1.88 1.44 -0.87
H: -1.66 1.53 0.89
H: -0.46 2.21 -0.23
H: -2.10 -0.57 0.48
H: -1.57 -1.42 -1.03
H: -0.14 -2.92 0.79
H: 1.57 -2.16 0.64
H: 1.13 0.35 1.51
H: 2.39 0.19 -0.67
H: 1.75 1.83 -0.48
H: 0.93 0.68 -1.56

E_LUMO: 0.85 eV
orbital gap: 7.50 eV

C.
# C5H11N

One molecule with the formula C5H11N (the ωB97M-V functional and the def2-TZVPD basis, the OMol25 dataset).

Cartesian coordinates (Å):
C: 0.67 -2.78 -0.31
C: -0.20 -1.51 -0.46
C: -0.69 -0.74 0.52
C: -0.97 0.73 0.46
N: 0.37 1.38 0.43
C: 0.53 2.84 0.04
H: 0.98 -3.00 -1.40
H: 1.50 -2.87 0.43
H: 0.01 -3.64 -0.18
H: -0.74 -1.58 -1.52
H: -0.92 -1.35 1.46
H: -1.55 0.99 -0.49
H: -1.48 1.03 1.35
H: 0.84 0.79 -0.23
H: 1.48 3.38 0.47
H: 0.51 2.95 -1.07
H: -0.35 3.38 0.50

E_LUMO: 1.00 eV
SMILES: C/C=C/CNC
orbital gap: 9.48 eV

The data favor A; the next most stable structure lies 249.2 kJ/mol above it.

A.
# C5H11N

One molecule with the formula C5H11N (the ωB97M-V functional and the def2-TZVPD basis, the OMol25 dataset).

Cartesian coordinates (Å):
C: 1.52 -1.59 -0.32
C: 1.17 -0.51 0.27
C: -0.09 0.33 -0.08
C: -0.21 1.81 -0.32
C: -1.16 -0.51 -0.92
N: -0.87 0.33 1.28
H: 0.77 -2.03 -0.96
H: 2.44 -2.24 -0.12
H: 1.90 -0.02 0.99
H: -1.15 2.15 0.01
H: 0.46 2.35 0.25
H: -0.14 2.05 -1.33
H: -0.73 -1.43 -1.14
H: -1.53 -0.01 -1.80
H: -2.10 -0.66 -0.32
H: -0.89 -0.60 1.66
H: -0.36 0.92 1.97

E_LUMO: 1.09 eV
SMILES: C=CC(C)(C)N
orbital gap: 10.07 eV

B.
# C5H11N

One molecule with the formula C5H11N (the ωB97M-V functional and the def2-TZVPD basis, the OMol25 dataset).

Cartesian coordinates (Å):
C: 0.07 2.28 -0.25
C: 0.62 0.93 -0.13
C: -0.14 -0.13 0.25
C: -1.50 0.02 0.98
N: 0.00 -1.46 -0.22
C: 1.22 -2.14 -0.56
H: -0.03 2.79 -1.23
H: 0.72 3.00 0.28
H: -0.92 2.49 0.17
H: 1.65 0.75 -0.39
H: -1.11 0.31 1.96
H: -2.19 0.78 0.61
H: -2.03 -0.93 0.97
H: -0.93 -1.72 -0.49
H: 2.03 -1.81 0.10
H: 1.51 -1.95 -1.59
H: 1.01 -3.21 -0.44

E_LUMO: 1.11 eV
SMILES: C/C=C(\C)NC
orbital gap: 8.33 eV

The data favor B; the next most stable structure lies 40.7 kJ/mol above it.

A.
# C5H5O2

C5H5O2 as an isolated structure (the ωB97M-V functional and the def2-TZVPD basis, the OMol25 dataset).

Cartesian coordinates (Å):
C: 1.15 0.71 -0.55
C: 0.63 0.82 0.67
C: -2.54 0.18 -0.01
C: 0.93 -0.79 -0.48
C: 0.15 -0.54 0.81
O: -3.01 -0.89 0.20
O: -2.35 1.24 -0.40
H: 1.86 1.26 -1.13
H: 0.49 1.78 1.12
H: 0.40 -1.23 -1.38
H: 1.86 -1.44 -0.58
H: 0.42 -1.10 1.74

E_LUMO: 3.90 eV
net charge: -1
orbital gap: 5.17 eV

B.
# C5H5O2

An isolated ion of composition C5H5O2 and charge -1 (the ωB97M-V functional and the def2-TZVPD basis, the OMol25 dataset).

Cartesian coordinates (Å):
C: -0.84 -1.22 -0.07
C: -1.57 -0.11 -0.01
C: 0.56 -1.07 -0.02
C: 0.03 1.34 -0.02
C: 1.14 0.40 0.05
O: -2.74 0.32 0.06
O: 1.32 -2.03 -0.05
H: -1.37 -2.08 0.23
H: -0.12 1.63 -1.03
H: -0.18 2.01 0.78
H: 1.82 0.38 0.82
H: 1.95 0.43 -0.73

E_LUMO: 4.34 eV
net charge: -1
orbital gap: 7.37 eV

The data favor B; the next most stable structure lies 169.6 kJ/mol above it.

A.
# C36H40O3P2SV

C36H40O3P2SV as an isolated structure (the ωB97M-V functional and the def2-TZVPD basis, the OMol25 dataset).

Cartesian coordinates (Å):
V: -1.61 1.85 -0.94
C: 2.70 4.78 -0.46
C: 3.09 3.57 -0.96
C: 3.82 2.55 -0.17
C: 3.02 1.64 0.84
C: 2.18 2.29 1.87
C: 2.10 3.64 2.11
C: 3.31 4.56 2.01
C: 3.42 5.42 0.73
C: -1.63 1.09 1.00
H: 2.21 5.50 -1.13
H: 2.78 3.29 -1.99
H: 4.68 2.96 0.37
H: 4.20 1.83 -0.91
H: 2.38 0.96 0.25
H: 3.77 1.00 1.34
H: 1.45 1.64 2.34
H: 1.31 4.00 2.76
H: 4.23 3.98 2.12
H: 3.25 5.24 2.86
H: 2.93 6.39 0.92
H: 4.48 5.63 0.53
H: -2.53 1.71 1.23
H: -0.77 1.37 1.62
H: -1.83 0.00 1.01
P: -1.00 -2.03 -1.62
P: -0.76 -2.05 1.22
C: 0.57 -2.69 -1.00
C: 0.76 -2.51 0.35
C: -1.57 -3.31 -2.86
C: -0.75 -4.28 -3.46
C: -1.26 -5.13 -4.45
C: -2.60 -5.05 -4.83
C: -3.43 -4.10 -4.22
C: -2.92 -3.24 -3.25
C: -0.51 -0.70 -2.72
C: -1.23 0.49 -2.48
C: -0.98 1.63 -3.29
C: -0.20 1.47 -4.46
C: 0.41 0.24 -4.74
C: 0.30 -0.84 -3.84
C: -1.50 -3.72 1.61
C: -1.94 -4.52 0.54
C: -2.69 -5.68 0.76
C: -2.96 -6.11 2.07
C: -2.42 -5.39 3.14
C: -1.67 -4.22 2.92
C: -0.28 -1.44 2.87
C: -1.31 -0.80 3.59
C: -1.03 -0.03 4.72
C: 0.28 0.02 5.22
C: 1.28 -0.75 4.60
C: 1.01 -1.47 3.43
H: 1.28 -3.16 -1.68
H: 1.70 -2.64 0.90
H: 0.30 -4.37 -3.18
H: -0.61 -5.86 -4.93
H: -3.01 -5.72 -5.60
H: -4.48 -4.03 -4.51
H: -3.57 -2.49 -2.79
H: -2.06 0.40 -1.69
H: -1.45 2.61 -3.02
H: -0.06 2.30 -5.16
H: 0.97 0.08 -5.66
H: 0.80 -1.78 -4.04
H: -1.71 -4.24 -0.48
H: -3.06 -6.26 -0.08
H: -3.59 -6.99 2.24
H: -2.60 -5.74 4.15
H: -1.23 -3.71 3.77
H: -2.33 -0.84 3.21
H: -1.83 0.55 5.19
H: 0.50 0.64 6.09
H: 2.28 -0.76 5.03
H: 1.80 -2.06 2.97
C: -0.34 6.35 -0.13
S: -0.36 4.56 0.14
O: -1.31 4.22 1.19
O: -0.63 3.86 -1.15
O: 1.10 4.31 0.53
H: -1.12 6.62 -0.85
H: 0.64 6.69 -0.50
H: -0.53 6.82 0.85

spin multiplicity: 4
E_LUMO (spin up / spin down): -0.53 / -0.72 eV
orbital gap (spin up / spin down): 5.83 / 5.65 eV
⟨S²⟩: 3.78

B.
# C36H40O3P2SV

C36H40O3P2SV as an isolated structure (the ωB97M-V functional and the def2-TZVPD basis, the OMol25 dataset).

Cartesian coordinates (Å):
V: 0.04 0.22 4.46
C: -2.08 -0.15 5.41
C: -2.08 -0.29 4.02
C: -2.45 0.75 3.00
C: -1.24 1.54 2.40
C: -0.32 2.11 3.42
C: -0.61 2.35 4.76
C: -1.94 2.37 5.43
C: -2.31 1.08 6.20
C: 1.94 -0.16 3.51
H: -2.29 -1.09 5.94
H: -2.02 -1.34 3.66
H: -3.20 1.45 3.38
H: -2.92 0.20 2.17
H: -0.65 0.93 1.69
H: -1.62 2.35 1.77
H: 0.68 2.39 3.08
H: 0.16 2.92 5.30
H: -2.74 2.64 4.74
H: -1.90 3.18 6.17
H: -1.72 1.02 7.13
H: -3.36 1.13 6.51
H: 2.65 -0.89 3.94
H: 2.44 0.82 3.44
H: 1.59 -0.50 2.50
P: -0.25 -1.56 -2.91
P: 1.43 0.44 -3.31
C: -1.12 -0.12 -3.52
C: -0.21 0.82 -3.94
C: -0.67 -2.80 -4.19
C: -1.79 -2.67 -5.02
C: -2.13 -3.71 -5.89
C: -1.30 -4.84 -5.99
C: -0.11 -4.90 -5.25
C: 0.21 -3.88 -4.36
C: -1.17 -1.99 -1.38
C: -0.92 -1.14 -0.29
C: -1.57 -1.40 0.91
C: -2.55 -2.39 1.03
C: -2.80 -3.22 -0.07
C: -2.10 -3.03 -1.27
C: 2.43 0.92 -4.80
C: 2.32 0.11 -5.94
C: 2.83 0.55 -7.17
C: 3.50 1.77 -7.25
C: 3.71 2.53 -6.09
C: 3.20 2.10 -4.86
C: 1.70 1.85 -2.18
C: 2.94 1.92 -1.51
C: 3.30 3.10 -0.86
C: 2.41 4.19 -0.83
C: 1.12 4.05 -1.36
C: 0.75 2.87 -2.01
H: -2.21 -0.03 -3.46
H: -0.39 1.70 -4.56
H: -2.40 -1.77 -4.98
H: -3.04 -3.65 -6.48
H: -1.58 -5.67 -6.64
H: 0.57 -5.75 -5.37
H: 1.13 -3.91 -3.78
H: -0.23 -0.29 -0.38
H: -1.30 -0.85 1.80
H: -3.10 -2.49 1.96
H: -3.55 -4.01 0.03
H: -2.29 -3.69 -2.12
H: 1.82 -0.86 -5.87
H: 2.71 -0.07 -8.06
H: 3.87 2.13 -8.21
H: 4.27 3.46 -6.14
H: 3.37 2.69 -3.97
H: 3.62 1.07 -1.52
H: 4.28 3.19 -0.39
H: 2.71 5.13 -0.37
H: 0.41 4.88 -1.30
H: -0.26 2.75 -2.41
C: 0.01 -1.19 8.06
S: 1.10 -1.02 6.62
O: 2.44 -1.37 7.01
O: 0.48 -1.82 5.51
O: 0.92 0.45 6.27
H: 0.28 -2.12 8.59
H: -1.06 -1.24 7.77
H: 0.24 -0.30 8.67

spin multiplicity: 4
E_LUMO (spin up / spin down): 0.36 / -0.22 eV
orbital gap (spin up / spin down): 6.87 / 6.29 eV
⟨S²⟩: 3.77

The data favor B; the next most stable structure lies 416.7 kJ/mol above it.

A.
# C8H8BBrO3

A 3-piece molecular cluster, C8H8BBrO3 overall (the ωB97M-V functional and the def2-TZVPD basis, the OMol25 dataset).

Cartesian coordinates (Å):
C: 2.71 1.06 -1.11
C: 1.85 0.23 -1.76
C: 0.65 -0.21 -1.22
C: 0.36 0.22 0.07
O: -0.77 -0.07 0.82
C: -0.51 0.45 2.02
C: 0.60 1.16 2.14
C: 1.29 0.99 0.85
C: 2.43 1.49 0.19
H: 3.56 1.30 -1.71
H: 2.12 -0.07 -2.82
H: -0.20 -0.69 -1.77
H: -1.44 0.30 2.74
H: 0.93 1.78 3.00
H: 3.04 2.27 0.76
O: -3.76 -2.34 -0.66
B: -2.61 -2.58 -0.49
O: -1.37 -2.97 -0.27
H: -0.68 -2.37 -0.08
Br: -4.11 0.76 -0.29
H: -4.09 -0.72 -0.41

E_LUMO: 0.24 eV
SMILES: c1ccc2occc2c1.O=BO.Br
orbital gap: 9.19 eV

B.
# C8H8BBrO3

A 3-piece molecular cluster, C8H8BBrO3 overall (the ωB97M-V functional and the def2-TZVPD basis, the OMol25 dataset).

Cartesian coordinates (Å):
C: 1.82 0.60 -1.53
C: 2.33 -0.39 -0.73
C: 1.78 -0.78 0.47
C: 0.66 -0.08 0.90
O: -0.10 -0.23 1.97
C: -0.94 0.80 2.05
C: -1.00 1.52 0.92
C: 0.13 0.98 0.13
C: 0.73 1.31 -1.14
H: 2.15 0.94 -2.49
H: 3.27 -0.83 -1.12
H: 2.32 -1.52 1.19
H: -1.57 0.93 2.84
H: -1.56 2.40 0.62
H: 0.20 2.10 -1.77
O: -2.19 -1.40 -0.51
B: -1.10 -1.92 -0.65
O: -0.06 -2.71 -0.72
H: 0.71 -2.45 -0.38
Br: -4.33 0.79 0.00
H: -3.22 -0.04 -0.06

E_LUMO: 0.42 eV
SMILES: c1ccc2occc2c1.O=BO.Br
orbital gap: 9.43 eV

The data favor A; the next most stable structure lies 24.0 kJ/mol above it.